[1]
Below is 2 unconnected molecules or ions with the total composition C6H16N in a non-equilibrium geometry, with properties calculated with ωB97M-V/def2-TZVPD.

CARTESIAN COORDINATES (ANGSTROEM)
C  0.22  -2.58  0.93
C  0.50  -1.09  1.09
C  0.86  -0.25  0.03
C  -0.76  -0.11  0.91
C  -0.66  1.39  1.40
C  -0.62  2.39  0.23
N  0.71  0.00  -3.18
H  -0.43  -2.96  1.72
H  1.17  -3.12  0.87
H  -0.32  -2.80  0.01
H  1.05  -0.96  2.02
H  0.73  -0.63  -0.98
H  1.42  0.65  0.23
H  -1.36  -0.15  0.00
H  -1.43  -0.54  1.67
H  0.25  1.60  1.96
H  -1.57  1.55  1.96
H  0.01  2.10  -0.61
H  -1.63  2.62  -0.09
H  -0.17  3.34  0.54
H  0.93  -0.98  -3.27
H  -0.21  0.11  -3.59
H  1.32  0.41  -3.88

Summary:
- charge = +1
- E_HOMO (eV) = -14.19
- E_LUMO (eV) = -4.8
- E_tot (a.u.) = -292.622743
- strongest force on any atom (eV/Å) = 2.74
- relative energy (zero: lowest compared OMol25 entry of this formula, charge and spin) (kcal per mole) = 63.7

Löwdin population analysis, charges in e, atoms 1 to 6:
1 C -0.02
2 C -0.30
3 C 0.15
4 C -0.11
5 C -0.20
6 C -0.09

***

[2]
Below is 2 unconnected molecules or ions with the total composition C6H16N2 in a non-equilibrium geometry, with properties calculated with ωB97M-V/def2-TZVPD.

CARTESIAN COORDINATES (ANGSTROEM)
C  0.19  -0.64  -2.00
C  -1.18  0.04  -1.96
C  0.39  -1.87  -1.04
N  0.59  -1.68  0.34
C  -0.40  -0.99  1.02
C  0.32  0.33  1.29
N  -0.30  1.43  0.80
C  0.53  2.59  0.89
H  1.01  0.07  -1.86
H  0.29  -1.10  -2.98
H  -1.93  -0.73  -2.05
H  -1.32  0.73  -1.13
H  -1.25  0.67  -2.85
H  1.21  -2.43  -1.49
H  -0.50  -2.47  -1.22
H  -1.11  1.73  4.82
H  -0.68  -1.54  1.93
H  -1.34  -0.82  0.50
H  1.33  0.18  0.78
H  0.53  0.40  2.36
H  -1.35  1.47  4.16
H  0.77  2.87  1.92
H  0.05  3.45  0.42
H  1.50  2.52  0.36

Summary:
- charge = 0
- E_HOMO (eV) = -7.31
- E_LUMO (eV) = -1.9
- E_tot (a.u.) = -347.471574
- strongest force on any atom (eV/Å) = 2.00
- relative energy (zero: lowest compared OMol25 entry of this formula, charge and spin) (kcal per mole) = 158.9

Löwdin population analysis, charges in e, atoms 1 to 6:
1 C -0.22
2 C -0.12
3 C -0.26
4 N 0.04
5 C -0.26
6 C -0.33

***

[3]
Below is 2 unconnected molecules or ions with the total composition C6H16N2 in a non-equilibrium geometry, with properties calculated with ωB97M-V/def2-TZVPD.

CARTESIAN COORDINATES (ANGSTROEM)
C  0.94  -2.32  -1.04
C  0.99  -1.67  0.38
C  0.86  -2.43  2.57
N  1.25  -2.68  1.38
H  0.79  -1.50  -1.74
H  1.90  -2.85  -1.26
H  0.07  -3.01  -1.12
H  0.04  -1.17  0.52
H  1.84  -0.96  0.35
H  0.16  -1.59  2.79
H  1.11  -3.15  3.32
C  -0.91  1.90  0.42
C  -0.89  1.61  -1.10
C  0.31  2.20  -1.88
N  -2.19  1.46  0.98
H  -0.76  2.99  0.55
H  -0.01  1.39  0.92
H  -1.82  2.06  -1.52
H  -1.03  0.55  -1.28
H  1.29  1.76  -1.55
H  0.34  3.29  -1.76
H  0.18  1.90  -2.94
H  -2.33  1.79  1.92
H  -2.15  0.42  1.09

Summary:
- charge = 0
- E_HOMO (eV) = -9.49
- E_LUMO (eV) = 0.9
- SMILES = C=NCC.CCCN
- E_tot (a.u.) = -347.666184
- strongest force on any atom (eV/Å) = 2.16
- relative energy (zero: lowest compared OMol25 entry of this formula, charge and spin) (kcal per mole) = 36.8

Löwdin population analysis, charges in e, atoms 1 to 6:
1 C -0.10
2 C -0.32
3 C -0.05
4 N -0.05
5 H 0.04
6 H 0.08

***

[4]
Below is 2 unconnected molecules or ions with the total composition C6H16N2 in a non-equilibrium geometry, with properties calculated with ωB97M-V/def2-TZVPD.

CARTESIAN COORDINATES (ANGSTROEM)
N  2.18  0.52  -0.74
C  1.14  0.28  0.25
C  1.72  -0.76  1.24
C  -0.20  -0.40  -0.30
N  -1.35  -0.60  0.62
C  -2.29  0.49  0.81
C  -3.33  0.52  -0.41
C  0.23  -1.71  -1.02
H  -0.41  0.22  -1.13
H  1.91  1.46  -1.13
H  0.83  1.11  0.91
H  2.47  -0.20  1.84
H  0.91  -1.16  1.84
H  2.16  -1.61  0.68
H  4.48  2.01  -0.18
H  3.97  2.26  0.27
H  -1.94  1.56  0.78
H  -2.87  0.39  1.82
H  -3.67  -0.57  -0.48
H  -2.94  0.89  -1.41
H  -4.11  1.33  -0.33
H  1.27  -1.58  -1.46
H  0.10  -2.60  -0.49
H  -0.29  -1.85  -1.99

Summary:
- charge = 0
- E_HOMO (eV) = -7.98
- E_LUMO (eV) = -2.5
- E_tot (a.u.) = -347.440728
- strongest force on any atom (eV/Å) = 5.83
- relative energy (zero: lowest compared OMol25 entry of this formula, charge and spin) (kcal per mole) = 178.3

Löwdin population analysis, charges in e, atoms 1 to 6:
1 N 0.08
2 C -0.46
3 C -0.09
4 C -0.35
5 N 0.09
6 C -0.31